Entry from OMol25: a structure of composition C28H25Cl5MnSi at a distorted geometry (ωB97M-V with the def2-TZVPD basis set).

Last column: natural (NBO) charge in e.
Element x y z (Å)
Mn1 0.0942 0.3865 -0.7723  1.018
C1 -0.9803 2.1552 -4.9456  -0.611
C2 0.0897 2.3167 -3.8583  -0.255
C3 1.3986 2.8517 -4.4527  -0.611
C4 0.3126 1.0170 -3.1078  0.000
C5 -0.6882 0.0304 -3.0196  -0.255
C6 -0.4168 -1.2392 -2.4916  -0.249
C7 0.8795 -1.6091 -2.0848  -0.013
C8 1.2210 -3.0446 -1.8109  -0.642
C9 1.8608 -0.6058 -2.0840  -0.276
C10 1.5727 0.6892 -2.5511  -0.171
H1 -0.9794 3.0306 -5.5913  0.245
H2 -1.9833 2.0693 -4.5275  0.213
H3 -0.7775 1.2831 -5.5707  0.215
H4 -0.2740 3.0562 -3.1353  0.238
H5 1.9284 2.0688 -5.0001  0.214
H6 2.0577 3.2573 -3.6859  0.216
H7 1.1820 3.6562 -5.1518  0.244
H8 -1.6590 0.2037 -3.4618  0.269
H9 -1.1878 -1.9990 -2.5367  0.259
H10 0.9608 -3.3524 -0.7978  0.227
H11 2.2863 -3.2160 -1.9548  0.246
H12 0.6696 -3.6935 -2.4901  0.251
H13 2.8855 -0.8593 -1.8423  0.262
H14 2.3870 1.3925 -2.6362  0.264
Cl1 1.9728 3.7540 -0.7868  0.062
C11 0.7695 3.3054 0.3532  -0.051
C12 0.2564 2.0152 0.3316  -0.414
C13 -0.7220 1.7498 1.2740  0.028
Cl2 -1.3176 0.0937 1.0547  0.064
C14 -1.2386 2.6206 2.2039  -0.138
Cl3 -2.4751 2.1567 3.2922  0.095
C15 -0.6950 3.9124 2.2038  -0.063
Cl4 -1.2729 5.0648 3.3154  0.131
C16 0.3079 4.2487 1.2831  -0.075
Cl5 0.9546 5.8307 1.2875  0.121
C17 -1.7813 -6.2944 0.9013  -0.143
C18 -0.3982 -6.2224 1.0160  -0.211
C19 0.2043 -5.0369 1.3939  -0.127
C20 -0.5794 -3.9053 1.6693  -0.652
C21 -1.9728 -3.9856 1.5420  -0.181
C22 -2.5641 -5.1758 1.1566  -0.182
Si1 0.2924 -2.4171 2.2999  1.735
C23 0.2076 -1.8766 4.0371  -0.662
C24 1.4241 -1.6493 4.7036  -0.155
C25 1.4302 -1.3770 6.0584  -0.200
C26 0.2302 -1.2933 6.7536  -0.116
C27 -0.9803 -1.4895 6.0955  -0.216
C28 -0.9994 -1.7963 4.7500  -0.094
H15 -2.2530 -7.2262 0.6203  0.246
H16 0.2112 -7.0921 0.8109  0.246
H17 1.2851 -4.9990 1.4919  0.216
H18 -2.5945 -3.1197 1.7403  0.218
H19 -3.6403 -5.2319 1.0643  0.242
H20 1.2879 -1.7888 1.4105  -0.198
H21 2.3657 -1.7014 4.1670  0.225
H22 2.3700 -1.2259 6.5713  0.247
H23 0.2370 -1.0779 7.8135  0.246
H24 -1.9111 -1.4106 6.6406  0.244
H25 -1.9466 -1.9744 4.2546  0.214

Cartesian forces, eV/Å:
Mn 0.574 -0.154 -1.043
C 0.032 -0.022 0.095
C -0.022 0.209 0.003
C -0.049 -0.090 0.067
C 0.014 -0.201 0.090
C 0.261 -0.056 -0.148
C 0.067 0.006 -0.025
C 0.036 0.197 -0.063
C -0.018 -0.011 0.131
C -0.246 -0.027 -0.289
C -0.026 -0.146 -0.178
H -0.010 0.023 0.027
H -0.012 -0.051 -0.035
H -0.017 0.015 -0.029
H 0.015 0.000 0.015
H 0.011 0.033 -0.040
H 0.040 -0.026 -0.034
H -0.008 0.026 0.024
H -0.067 0.092 0.160
H -0.040 0.035 0.116
H -0.034 0.021 0.047
H -0.007 -0.019 0.009
H 0.032 -0.009 -0.013
H -0.028 0.075 0.216
H -0.062 0.097 0.187
Cl 0.139 0.033 -0.120
C -0.144 -0.107 0.136
C -0.515 -0.010 0.372
C 0.638 0.614 -0.148
Cl -0.520 -0.636 0.311
C -0.111 0.119 0.248
Cl 0.026 -0.079 -0.038
C -0.011 -0.183 -0.098
Cl -0.005 0.015 0.040
C 0.108 0.031 -0.096
Cl -0.023 -0.052 0.013
C 0.047 0.058 0.037
C -0.044 -0.127 -0.018
C 0.161 0.267 -0.003
C -0.096 0.466 -0.049
C 0.076 0.079 0.088
C -0.093 0.027 -0.009
Si -0.276 -0.253 0.626
C 0.017 0.001 -0.547
C 0.056 0.121 -0.228
C 0.042 -0.011 0.118
C 0.059 -0.020 -0.124
C -0.135 0.025 0.034
C -0.012 -0.164 -0.036
H 0.019 0.000 -0.032
H -0.005 -0.007 0.032
H 0.004 -0.038 -0.048
H -0.045 -0.040 0.033
H 0.005 -0.019 -0.010
H 0.207 -0.170 0.166
H 0.004 0.053 0.019
H -0.008 -0.002 0.008
H -0.003 0.022 -0.001
H 0.010 -0.014 0.007
H -0.009 -0.013 0.027

Computed properties:
Gap between HOMO and LUMO (alpha / beta) ... 6.58 / 6.68 eV
Charge ... +2
Energy relative to the best compared isomer or geometry (same formula, charge and spin) ... 0.0 kJ/mol
LUMO level (alpha / beta) ... -7.46 / -7.47 eV
Multiplicity ... 4

Entry from OMol25: a structure of composition C28H25CrF5N4O2Se at a distorted geometry (ωB97M-V with the def2-TZVPD basis set).

Last column: natural (NBO) charge in e.
Element x y z (Å)
Cr1 -0.8817 0.6818 -0.0094  1.201
C1 -1.4790 1.2826 -2.8958  -0.418
N1 -0.5874 0.4419 -2.0830  -0.518
C2 -0.8365 -0.9881 -2.3883  -0.421
C3 0.8308 0.7138 -2.3040  0.184
C4 1.3024 0.9655 -3.5767  -0.256
C5 2.6582 1.1394 -3.8255  -0.270
C6 3.5321 1.0358 -2.7580  -0.203
C7 3.0738 0.7961 -1.4737  -0.258
C8 1.7033 0.6421 -1.1815  0.180
N2 1.0876 0.5175 0.0356  -0.714
C9 1.6474 0.5385 1.2831  0.172
C10 3.0073 0.5053 1.6557  -0.258
C11 3.4180 0.7112 2.9620  -0.202
C12 2.5049 0.9165 3.9817  -0.272
C13 1.1530 0.8336 3.6685  -0.257
C14 0.7297 0.6346 2.3702  0.183
N3 -0.6821 0.4043 2.0800  -0.513
C15 -0.9691 -1.0292 2.3234  -0.420
C16 -1.6031 1.2381 2.8559  -0.404
H1 -1.4414 1.0078 -3.9566  0.169
H2 -1.2018 2.3299 -2.7787  0.206
H3 -2.4984 1.1291 -2.5458  0.251
H4 -0.5829 -1.2034 -3.4351  0.172
H5 -1.8912 -1.2072 -2.2289  0.224
H6 -0.2236 -1.6211 -1.7433  0.245
H7 0.6061 1.0279 -4.4034  0.204
H8 3.0148 1.3562 -4.8248  0.191
H9 4.5995 1.1439 -2.9174  0.191
H10 3.8132 0.7559 -0.6978  0.202
H11 3.7719 0.2927 0.9326  0.203
H12 4.4802 0.7096 3.1814  0.192
H13 2.8265 1.0990 4.9994  0.191
H14 0.4237 0.9107 4.4658  0.202
H15 -0.8150 -1.2755 3.3832  0.170
H16 -0.2978 -1.6497 1.7264  0.252
H17 -1.9979 -1.2436 2.0396  0.216
H18 -1.6686 0.9182 3.9027  0.169
H19 -2.5924 1.1592 2.4042  0.222
H20 -1.2750 2.2749 2.8117  0.214
F1 1.5281 3.3497 0.0053  -0.332
C17 0.2543 3.7896 -0.0578  0.356
C18 -0.8119 2.9197 0.0460  -0.578
C19 -2.0436 3.5418 0.1070  0.338
F2 -3.1758 2.7997 0.1012  -0.334
C20 -2.2302 4.9178 0.1370  0.215
F3 -3.4307 5.4821 0.3860  -0.323
C21 -1.1315 5.7289 -0.0592  0.245
F4 -1.2867 7.0663 -0.1132  -0.320
C22 0.1186 5.1677 -0.1964  0.217
F5 1.1686 5.9655 -0.4751  -0.321
O1 -4.1369 -0.2249 -1.6886  -0.716
C23 -3.8588 -0.4022 -0.5014  0.668
O2 -2.8324 -0.0393 0.1480  -0.827
H21 -4.6140 -0.9349 0.1285  0.047
Se1 1.2489 -3.5267 0.1118  -0.460
C24 0.4639 -5.2345 0.0943  -0.131
C25 1.1720 -6.3862 0.4743  -0.320
C26 0.5434 -7.6157 0.4534  0.013
N4 -0.7272 -7.8147 0.0879  -0.510
C27 -1.3974 -6.7166 -0.2787  0.017
C28 -0.8694 -5.4401 -0.2954  -0.318
H22 2.2058 -6.2950 0.7804  0.211
H23 1.0857 -8.5121 0.7500  0.160
H24 -2.4305 -6.8855 -0.5764  0.165
H25 -1.4720 -4.5961 -0.6043  0.217

Cartesian forces, eV/Å:
Cr -1.097 -0.314 -0.049
C -0.118 0.082 0.053
N 0.304 -0.162 -0.444
C -0.060 -0.157 -0.010
C 0.088 -0.042 -0.039
C -0.020 -0.020 -0.019
C 0.083 0.049 0.026
C -0.033 -0.007 -0.112
C 0.017 -0.017 0.086
C 0.024 0.176 -0.065
N 0.793 -0.594 0.037
C -0.004 0.161 0.104
C 0.027 0.004 -0.112
C -0.024 0.022 0.137
C 0.068 -0.014 -0.019
C -0.015 -0.013 -0.012
C 0.043 -0.026 0.058
N 0.246 -0.256 0.356
C -0.001 -0.182 0.087
C -0.067 0.092 -0.060
H 0.044 -0.003 0.006
H 0.041 -0.035 0.022
H -0.034 -0.036 0.010
H 0.011 0.063 0.010
H -0.012 0.054 0.045
H -0.002 0.028 0.012
H -0.039 -0.026 0.038
H -0.009 -0.039 -0.007
H -0.005 0.037 0.012
H -0.034 0.021 0.003
H -0.034 0.002 -0.003
H 0.000 -0.023 -0.019
H 0.003 -0.018 -0.003
H -0.055 0.013 -0.047
H 0.001 0.071 -0.007
H -0.020 0.012 -0.024
H 0.012 0.069 -0.033
H 0.041 -0.027 0.003
H 0.009 -0.026 0.000
H -0.005 0.003 -0.017
F 0.323 -0.088 -0.201
C -0.456 0.233 0.125
C -0.351 0.778 -0.010
C 0.432 0.408 -0.195
F -0.309 -0.068 0.243
C 0.119 -0.363 0.106
F -0.183 0.085 -0.184
C -0.120 0.104 0.003
F 0.014 0.188 0.001
C 0.021 -0.370 -0.040
F 0.172 0.151 0.149
O 0.186 -0.043 0.062
C -0.394 0.110 0.054
O 0.266 -0.011 -0.070
H 0.096 0.008 -0.046
Se 0.062 0.025 -0.014
C 0.144 0.349 0.008
C -0.172 -0.121 -0.042
C -0.002 -0.026 0.005
N -0.030 -0.101 -0.002
C -0.032 -0.029 -0.003
C 0.014 -0.230 0.034
H 0.009 -0.024 0.015
H 0.041 0.041 0.004
H 0.006 0.073 -0.010
H -0.018 0.000 0.005

Computed properties:
Gap between HOMO and LUMO (alpha / beta) ... 5.51 / 6.02 eV
Charge ... -2
Energy relative to the best compared isomer or geometry (same formula, charge and spin) ... 17.9 kJ/mol
LUMO level (alpha / beta) ... 4.53 / 4.52 eV
Multiplicity ... 5

Entry from OMol25: a structure of composition C28H25N3O5PbS2 (ωB97M-V with the def2-TZVPD basis set).

Last column: natural (NBO) charge in e.
Element x y z (Å)
Pb1 2.5065 0.3849 0.2355  1.544
S1 -0.6861 2.5323 0.5635  0.621
C1 -1.6819 1.2543 -0.0976  -0.172
N1 -1.2303 0.1288 -0.5048  -0.468
C2 -2.2541 -0.6725 -0.9685  0.163
C3 -2.1045 -1.9375 -1.5366  -0.227
C4 -3.2313 -2.6170 -1.9504  -0.196
C5 -4.5055 -2.0625 -1.7953  -0.184
C6 -4.6757 -0.8155 -1.2257  -0.191
C7 -3.5400 -0.1193 -0.8314  -0.242
S2 -3.4192 1.4842 -0.1708  0.450
H1 -1.1146 -2.3595 -1.6496  0.215
H2 -3.1311 -3.5961 -2.3996  0.231
H3 -5.3724 -2.6122 -2.1352  0.238
H4 -5.6619 -0.3863 -1.1118  0.239
O1 -0.2994 -4.9919 3.9978  -0.716
C8 -0.1761 -5.1498 2.6069  -0.103
C9 0.2771 -3.8538 2.0059  0.085
C10 0.5798 -3.7471 0.6517  -0.229
C11 1.1015 -2.5638 0.1815  0.068
N2 1.3227 -1.5080 0.9714  -0.601
C12 0.9647 -1.5639 2.2679  0.269
C13 0.4373 -2.7255 2.8051  -0.236
C14 1.1446 -0.3336 3.0761  0.157
C15 0.9625 -0.3103 4.4479  -0.211
C16 1.1432 0.8721 5.1607  0.075
C17 1.0433 0.8437 6.6662  -0.103
O2 0.2096 -0.2016 7.1031  -0.710
C18 1.4475 2.0257 4.4466  -0.229
C19 1.6115 1.9298 3.0801  0.067
N3 1.4948 0.7830 2.4096  -0.571
H5 -0.5048 -5.8389 4.4046  0.499
H6 -1.1294 -5.4434 2.1502  0.204
H7 0.5681 -5.9128 2.3492  0.204
H8 0.4301 -4.5773 -0.0257  0.247
H9 1.3707 -2.4368 -0.8600  0.225
H10 0.1455 -2.7914 3.8411  0.265
H11 0.6970 -1.1924 5.0110  0.260
H12 0.7446 1.8214 7.0482  0.201
H13 2.0529 0.6476 7.0456  0.214
H14 -0.5941 0.1432 7.5010  0.494
H15 1.5791 2.9791 4.9402  0.247
H16 1.8489 2.8094 2.4920  0.209
C20 0.5760 1.5568 -7.5300  -0.268
O3 0.5595 0.8015 -6.3109  -0.433
C21 0.8058 1.3757 -5.1575  0.445
C22 1.0234 2.7968 -5.0178  -0.294
C23 1.1836 3.3330 -3.7992  -0.094
C24 1.1407 2.5257 -2.5950  -0.239
C25 0.9835 3.1233 -1.3862  0.487
C26 0.9803 4.5849 -1.1059  -0.702
O4 0.8121 2.3543 -0.2407  -0.707
C27 1.2027 1.0521 -2.7791  0.517
O5 1.5601 0.2565 -1.8636  -0.765
C28 0.8997 0.5535 -4.0540  -0.356
H17 0.4009 0.8335 -8.3186  0.230
H18 1.5455 2.0308 -7.6820  0.197
H19 -0.2163 2.3052 -7.5433  0.198
H20 1.0416 3.4272 -5.8948  0.249
H21 1.3051 4.4025 -3.7104  0.232
H22 0.7893 5.1976 -1.9798  0.251
H23 1.9527 4.8714 -0.6936  0.257
H24 0.2345 4.8170 -0.3464  0.253
H25 0.8482 -0.5181 -4.1891  0.244

Cartesian forces, eV/Å:
Pb 0.031 0.135 -0.323
S 0.192 0.373 0.289
C -0.271 -0.116 -0.232
N 0.560 -0.097 -0.007
C -0.421 0.029 -0.018
C 0.020 -0.042 -0.006
C 0.139 -0.050 0.032
C -0.067 0.113 0.051
C -0.166 -0.019 -0.054
C 0.299 0.007 0.060
S 0.265 0.044 -0.086
H -0.021 0.010 -0.035
H -0.005 0.011 -0.012
H -0.002 -0.009 0.021
H 0.000 -0.017 -0.012
O 0.014 0.071 0.019
C -0.097 -0.115 -0.053
C 0.093 0.203 0.064
C -0.022 -0.034 0.075
C 0.099 0.031 -0.126
N -0.111 0.129 0.101
C -0.073 -0.252 -0.130
C -0.001 -0.052 -0.043
C 0.056 0.281 0.177
C 0.010 -0.009 0.092
C -0.093 -0.043 -0.163
C 0.119 0.057 0.015
O -0.021 -0.101 -0.006
C 0.071 -0.109 0.068
C 0.133 0.107 -0.003
N -0.237 -0.178 -0.013
H -0.022 -0.018 0.004
H 0.036 0.004 -0.048
H -0.039 -0.008 -0.010
H 0.039 -0.012 -0.007
H 0.001 -0.042 -0.021
H 0.055 0.029 0.021
H -0.013 -0.057 -0.086
H -0.061 -0.011 -0.020
H -0.016 0.071 0.021
H 0.011 0.057 0.001
H -0.034 0.012 -0.005
H 0.055 -0.018 0.008
C 0.003 0.162 -0.244
O 0.012 -0.054 0.037
C 0.091 -0.045 0.396
C 0.005 0.217 -0.154
C -0.031 0.126 -0.179
C 0.157 -0.266 0.489
C -0.287 0.143 -0.381
C 0.029 0.078 0.097
O -0.232 -0.328 0.113
C -0.115 0.147 -0.348
O -0.031 -0.225 0.534
C -0.025 -0.178 -0.052
H 0.000 -0.011 0.025
H 0.003 -0.049 0.037
H -0.015 -0.046 0.076
H -0.039 0.015 0.049
H 0.015 -0.045 -0.038
H -0.030 -0.025 0.046
H 0.017 -0.045 -0.025
H -0.039 0.052 -0.080
H 0.005 0.009 -0.001

Computed properties:
Gap between HOMO and LUMO ... 7.19 eV
Charge ... +2
Energy relative to the best compared isomer or geometry (same formula, charge and spin) ... 89.3 kJ/mol
LUMO level ... -6.27 eV